Molecular formula: C6H11O4
Method: DFT, ωB97M-V with the def2-TZVPD basis set

Each line ends with the Löwdin charge.
CARTESIAN COORDINATES (ANGSTROEM)
C -1.449 -1.094 1.371  -0.638
C 0.795 1.245 1.059  -0.030
C -0.991 1.129 -0.938  -0.045
C 1.451 0.261 -1.108  -0.062
C -0.252 -0.900 0.303  -0.249
C 0.229 0.510 -0.194  -0.491
O -1.112 -1.938 2.240  -0.063
O -2.398 -0.320 1.478  -0.016
O -1.058 -1.649 -1.214  -0.141
O 0.756 -1.741 0.652  -0.021
H 1.283 0.535 1.723  0.093
H 0.100 1.791 1.557  0.042
H 1.487 2.020 0.840  0.062
H -1.875 0.607 -0.549  0.064
H -0.855 0.941 -2.039  0.082
H -1.005 2.228 -0.807  0.075
H 1.143 -0.348 -1.957  0.068
H 1.576 1.268 -1.633  0.102
H 2.186 -0.120 -0.430  0.068
H -0.279 -1.960 -1.588  -0.051
H 0.270 -2.468 1.236  0.150

Forces on atoms 1 to 3 (eV/Å):
C 1.14 0.90 1.40
C 0.64 -1.59 -1.41
C 1.13 0.13 -0.40

LUMO level	3.6	eV
HOMO-LUMO gap	8.24	eV
HOMO level	-4.68	eV
total charge	-1
spin multiplicity	1